C41H26F15GeN15OS2TeV as an isolated structure at a distorted geometry, computed with wB97M-V/def2-TZVPD.

The lowest unoccupied orbital energy (spin up / spin down) is 0.047 / 0.048 Eh. As for the spin multiplicity: 3. As for the energy relative to the best compared isomer or geometry (same formula, charge and spin): 57.3 kJ/mol. The value obtained for the gap between HOMO and LUMO (spin up / spin down) is 6.92 / 7.00 eV. The charge is -1.

Element x y z (Å)
V 0.27 0.74 1.29
N 2.31 -1.12 3.41
C 2.67 -0.98 2.05
N 3.84 -1.48 1.66
N 3.83 -1.19 0.31
N 2.72 -0.66 -0.07
N 1.90 -0.49 1.07
C 1.09 -0.78 3.99
N 0.69 -1.16 5.22
N -0.40 -0.46 5.45
N -0.69 0.33 4.42
N 0.22 0.08 3.46
H 2.93 -1.75 3.96
C 0.98 -3.05 -5.47
Te 2.99 -3.70 -5.20
C 3.64 -1.90 -4.02
H 0.33 -3.39 -4.61
H 0.64 -3.62 -6.39
H 0.86 -1.97 -5.72
H 4.40 -1.45 -4.68
H 4.06 -2.38 -3.11
H 2.93 -1.14 -3.82
N 1.15 -3.70 -0.82
C 1.12 -4.71 0.10
N 0.04 -4.92 0.83
C 0.14 -6.14 1.56
C -0.88 -6.85 2.23
C -0.62 -8.16 2.53
C 0.67 -8.72 2.44
C 1.76 -7.97 1.92
C 1.47 -6.68 1.49
S 2.50 -5.73 0.55
H 0.21 -3.30 -0.92
H 1.97 -3.40 -1.31
H -1.75 -6.38 2.55
H -1.44 -8.77 2.91
H 0.78 -9.78 2.74
H 2.70 -8.49 1.88
F -1.71 4.59 -4.12
C -1.81 3.42 -4.72
C -1.50 2.21 -4.05
C -1.80 1.06 -4.73
F -1.41 -0.15 -4.08
C -2.19 0.98 -6.06
F -2.29 -0.24 -6.65
C -2.35 2.15 -6.78
F -2.54 2.06 -8.15
C -2.13 3.34 -6.11
F -2.30 4.46 -6.83
Ge -0.89 2.18 -2.16
S -0.30 0.38 -0.85
C -2.49 2.90 -1.08
C -3.65 2.12 -1.08
F -3.62 0.75 -1.36
C -4.90 2.66 -0.74
F -6.04 1.93 -0.69
C -4.99 4.00 -0.41
F -6.24 4.53 -0.36
C -3.79 4.71 -0.19
F -3.79 6.00 0.21
C -2.56 4.13 -0.45
F -1.43 4.83 -0.16
C 0.98 3.08 -2.47
C 2.13 2.30 -2.52
F 2.05 1.05 -3.00
C 3.41 2.83 -2.31
F 4.43 1.96 -2.27
C 3.50 4.21 -2.34
F 4.72 4.81 -2.36
C 2.38 5.03 -2.21
F 2.47 6.33 -2.00
C 1.08 4.43 -2.21
F 0.04 5.28 -2.27
C -3.46 -3.16 2.29
N -3.00 -1.78 2.23
C -3.85 -0.63 2.42
C -2.86 0.50 2.05
O -3.11 1.70 2.12
N -1.64 -0.06 1.70
C -1.79 -1.41 1.83
N -0.84 -2.24 1.38
H -4.34 -3.24 1.67
H -3.62 -3.43 3.35
H -2.63 -3.81 1.93
H -4.07 -0.46 3.45
H -4.68 -0.65 1.77
H -0.06 -1.75 0.97
H -0.89 -3.27 1.61
C 0.39 2.68 1.49
C 1.25 3.03 2.62
C 0.70 3.90 3.65
C 1.42 4.44 4.69
C 2.72 3.98 4.78
C 3.35 3.15 3.75
C 2.62 2.67 2.69
C 3.49 4.37 5.84
N 4.09 4.41 6.84
H 0.86 2.76 0.46
H -0.67 3.05 1.57
H -0.35 4.24 3.39
H 0.94 5.04 5.44
H 4.42 2.76 3.88
H 3.15 2.17 1.85

Results of the Mulliken charge analysis, in e, for atoms 1 through 5:
1 V 0.183
2 N 0.037
3 C 0.127
4 N -0.682
5 N -0.747

=====

One molecule with the formula C3H7N5 at a distorted geometry, computed with wB97M-V/def2-TZVPD.

The lowest unoccupied orbital energy is 0.011 Eh. Its SMILES is [H]/N=C(/N)N(/C=N/[H])/C=N/[H]. As for the energy relative to the best compared isomer or geometry (same formula, charge and spin): 615.0 kJ/mol. The value obtained for the gap between HOMO and LUMO is 8.92 eV.

Element x y z (Å)
H 0.97 0.49 -2.51
N 1.67 0.62 -1.55
C 1.25 0.01 -0.56
N 1.97 -0.46 0.55
N -0.37 0.01 -0.05
C -1.14 -0.92 0.67
N -0.37 -1.67 1.44
H -0.89 -2.57 1.84
C -1.04 1.00 -0.70
N -2.08 1.59 0.33
H -2.10 2.40 -0.44
H 3.04 -0.49 0.31
H 1.52 -1.41 0.76
H -2.28 -0.94 0.31
H -0.45 1.29 -1.80

Results of the natural (NBO) charge analysis, in e, for atoms 1 through 5:
1 H 0.379
2 N -0.719
3 C 0.649
4 N -0.831
5 N -0.549

=====

C36H40O3P2STi as an isolated structure at a distorted geometry, computed with wB97M-V/def2-TZVPD.

The lowest unoccupied orbital energy (spin up / spin down) is 0.019 / 0.008 Eh. As for the spin multiplicity: 3. As for the energy relative to the best compared isomer or geometry (same formula, charge and spin): 0.0 kJ/mol. The value obtained for the gap between HOMO and LUMO (spin up / spin down) is 6.72 / 7.96 eV.

Element x y z (Å)
Ti -2.25 -2.51 4.25
C -2.04 -5.15 3.93
C -1.23 -4.38 3.12
C -1.47 -4.23 1.63
C -2.24 -2.97 1.20
C -3.23 -2.45 2.21
C -4.07 -3.28 2.97
C -4.26 -4.76 2.71
C -3.36 -5.71 3.54
C -2.33 -0.56 4.67
H -1.58 -5.66 4.79
H -0.17 -4.29 3.42
H -1.96 -5.10 1.16
H -0.48 -4.20 1.14
H -1.52 -2.16 0.97
H -2.73 -3.17 0.24
H -3.50 -1.39 2.13
H -4.92 -2.82 3.49
H -4.18 -5.04 1.66
H -5.30 -5.01 2.98
H -3.89 -6.00 4.47
H -3.23 -6.66 2.99
H -2.26 -0.42 5.77
H -3.32 -0.24 4.31
H -1.56 0.05 4.18
P 3.37 1.72 -1.97
P 0.72 3.65 -2.36
C 2.27 1.58 -3.41
C 1.22 2.42 -3.60
C 5.04 1.56 -2.75
C 5.26 0.92 -3.98
C 6.56 0.77 -4.47
C 7.65 1.28 -3.76
C 7.43 1.97 -2.56
C 6.13 2.12 -2.06
C 3.08 0.09 -1.18
C 1.83 -0.10 -0.56
C 1.52 -1.33 0.03
C 2.45 -2.38 -0.01
C 3.70 -2.18 -0.61
C 4.02 -0.95 -1.19
C 0.52 5.07 -3.56
C 1.69 5.58 -4.14
C 1.62 6.55 -5.14
C 0.37 7.03 -5.57
C -0.79 6.55 -4.96
C -0.73 5.59 -3.95
C -1.03 3.20 -2.03
C -1.62 3.77 -0.89
C -2.97 3.56 -0.62
C -3.73 2.75 -1.48
C -3.13 2.15 -2.58
C -1.78 2.35 -2.85
H 2.46 0.73 -4.09
H 0.65 2.43 -4.54
H 4.42 0.53 -4.56
H 6.72 0.25 -5.41
H 8.66 1.15 -4.14
H 8.27 2.38 -2.00
H 5.96 2.66 -1.13
H 1.11 0.73 -0.54
H 0.55 -1.47 0.51
H 2.19 -3.34 0.43
H 4.43 -2.99 -0.63
H 5.00 -0.80 -1.65
H 2.66 5.20 -3.82
H 2.53 6.93 -5.60
H 0.31 7.77 -6.36
H -1.77 6.93 -5.27
H -1.65 5.23 -3.49
H -1.02 4.39 -0.22
H -3.43 4.01 0.26
H -4.79 2.59 -1.27
H -3.72 1.51 -3.25
H -1.30 1.86 -3.70
C -2.86 -2.85 8.20
S -2.57 -3.66 6.62
O -1.28 -3.12 5.97
O -2.70 -5.08 6.75
O -3.59 -3.00 5.64
H -2.90 -3.65 8.96
H -3.83 -2.35 8.12
H -2.08 -2.14 8.48

Results of the Mulliken charge analysis, in e, for atoms 1 through 5:
1 Ti 0.393
2 C -0.141
3 C -0.753
4 C -0.728
5 C -0.307

=====

C5H9IrO3 as an isolated structure at a distorted geometry, computed with wB97M-V/def2-TZVPD.

The lowest unoccupied orbital energy (spin up / spin down) is -0.342 / -0.451 Eh. As for the spin multiplicity: 5. As for the energy relative to the best compared isomer or geometry (same formula, charge and spin): 0.0 kJ/mol. The value obtained for the gap between HOMO and LUMO (spin up / spin down) is 9.43 / 7.58 eV. The charge is +2.

Element x y z (Å)
O 2.34 0.13 0.41
C 1.74 1.16 0.75
C 0.33 1.19 1.23
H -0.98 -0.52 -3.05
H 0.28 1.81 2.14
H -0.21 1.79 0.47
O 0.65 -1.35 -2.13
C -0.47 -0.55 -1.99
C -1.23 -0.96 -0.72
O -0.27 -1.03 0.36
C -0.37 -0.14 1.46
Ir 1.48 -1.44 -0.43
H -0.43 0.55 -1.92
H -1.70 -1.95 -0.82
H -2.01 -0.23 -0.46
H 0.07 -0.65 2.33
H -1.43 0.04 1.68
H 2.22 2.15 0.71

Results of the natural (NBO) charge analysis, in e, for atoms 1 through 5:
1 O -0.603
2 C 0.554
3 C -0.592
4 H 0.299
5 H 0.333

=====

One molecule with the formula C6H9N, computed with wB97M-V/def2-TZVPD.

The lowest unoccupied orbital energy is 0.035 Eh. As for the energy relative to the best compared isomer or geometry (same formula, charge and spin): 236.3 kJ/mol. The value obtained for the gap between HOMO and LUMO is 9.31 eV.

Element x y z (Å)
C 0.11 -0.22 1.54
C -1.44 0.35 -0.10
C 0.08 0.32 0.08
C 0.83 1.65 0.04
C 0.59 -0.74 -0.87
C -0.47 -1.36 -1.39
N -1.64 -0.70 -0.88
H -0.24 0.56 2.22
H 1.13 -0.51 1.82
H -0.54 -1.09 1.66
H 1.85 1.50 0.42
H 0.33 2.38 0.68
H 0.90 2.06 -0.97
H 1.63 -0.95 -1.10
H -0.55 -2.19 -2.07
H -2.57 -1.05 -1.08

Results of the natural (NBO) charge analysis, in e, for atoms 1 through 5:
1 C -0.576
2 C 0.125
3 C -0.227
4 C -0.586
5 C -0.211

=====

C41H41Br4CaN7O4S2Si as an isolated structure at a distorted geometry, computed with wB97M-V/def2-TZVPD.

The lowest unoccupied orbital energy is 0.144 Eh. As for the energy relative to the best compared isomer or geometry (same formula, charge and spin): 63.4 kJ/mol. The value obtained for the gap between HOMO and LUMO is 5.80 eV. The charge is -2.

Element x y z (Å)
Ca 0.06 -0.86 -0.68
C -0.87 -1.82 1.57
Si -0.87 -1.01 3.16
C -2.43 0.02 3.57
N -3.13 0.63 2.44
C -4.41 1.21 2.78
C -4.29 2.48 3.65
C -3.02 3.27 3.29
C -2.65 3.02 1.83
C -2.32 1.54 1.61
C 0.68 0.09 3.29
C 1.78 -0.22 2.47
C 2.94 0.54 2.50
C 3.04 1.64 3.34
C 1.97 1.96 4.17
C 0.81 1.18 4.15
C -0.78 -2.07 4.77
C 0.30 -2.05 5.66
C 0.34 -2.87 6.78
C -0.71 -3.75 7.04
C -1.78 -3.80 6.17
C -1.81 -2.97 5.05
H -1.84 -2.19 1.22
H -0.11 -2.61 1.49
H -2.16 0.75 4.36
H -3.13 -0.67 4.06
H -5.02 0.46 3.28
H -4.91 1.46 1.84
H -4.29 2.22 4.71
H -5.18 3.10 3.48
H -2.19 2.94 3.92
H -3.16 4.33 3.49
H -1.79 3.62 1.53
H -3.48 3.32 1.18
H -1.27 1.37 1.86
H -2.44 1.28 0.56
H 1.71 -1.05 1.78
H 3.77 0.27 1.85
H 3.94 2.24 3.36
H 2.03 2.82 4.82
H -0.01 1.45 4.80
H 1.13 -1.37 5.47
H 1.19 -2.83 7.45
H -0.68 -4.39 7.92
H -2.60 -4.48 6.35
H -2.65 -3.05 4.36
N -1.17 -2.52 -8.26
C -0.93 -1.76 -7.10
C -0.68 -2.39 -5.89
C -0.41 -1.65 -4.75
C -0.38 -0.26 -4.84
C -0.63 0.38 -6.04
C -0.90 -0.37 -7.17
S -0.01 0.68 -3.39
O 1.07 -0.04 -2.71
O 0.29 2.03 -3.81
N -1.23 0.51 -2.37
C -2.49 0.91 -2.68
N -2.77 1.52 -3.86
C -4.03 1.88 -4.07
C -5.05 1.66 -3.16
C -4.66 1.03 -1.99
N -3.43 0.64 -1.74
H -1.50 -3.46 -8.06
H -1.77 -2.07 -8.93
H -0.69 -3.47 -5.82
H -0.22 -2.14 -3.80
H -0.61 1.46 -6.07
H -1.09 0.13 -8.12
H -4.22 2.36 -5.03
H -6.07 1.97 -3.35
H -5.39 0.81 -1.21
Br 5.53 -5.24 -2.38
C 3.79 -4.50 -2.18
C 2.72 -5.00 -2.89
Br 2.96 -6.45 -4.10
C 1.44 -4.45 -2.69
Br -0.10 -5.21 -3.51
C 1.19 -3.37 -1.83
O 0.01 -2.88 -1.63
C 2.35 -2.77 -1.16
O 2.16 -1.73 -0.39
C 3.58 -3.40 -1.31
Br 4.98 -2.82 -0.16
C 4.90 0.58 -2.08
C 4.22 1.68 -1.35
C 4.80 2.88 -1.05
C 4.01 3.83 -0.37
N 2.77 3.61 -0.01
C 2.20 2.40 -0.27
S 0.63 2.04 0.12
N 2.96 1.46 -0.95
C 4.56 5.19 -0.06
H 5.79 0.96 -2.59
H 4.23 0.12 -2.81
H 5.18 -0.20 -1.39
H 5.82 3.09 -1.34
H 2.52 0.57 -1.18
H 5.65 5.22 -0.15
H 4.27 5.48 0.95
H 4.13 5.92 -0.75

Results of the Mulliken charge analysis, in e, for atoms 1 through 5:
1 Ca 1.596
2 C -1.567
3 Si 0.508
4 C -0.922
5 N 0.397

=====

One molecule with the formula C27H30N4O4, computed with wB97M-V/def2-TZVPD.

The lowest unoccupied orbital energy is 0.006 Eh. Its SMILES is COc1ccc(OC)c(-c2nc(C(=O)NCCCN3CCOCC3)cc3c2[nH]c2ccccc23)c1. As for the energy relative to the best compared isomer or geometry (same formula, charge and spin): 202.1 kJ/mol. The value obtained for the gap between HOMO and LUMO is 8.17 eV.

Element x y z (Å)
C -1.15 -5.10 2.21
O -1.99 -5.15 1.08
C -2.23 -3.98 0.40
C -3.05 -4.08 -0.72
C -3.35 -2.96 -1.47
C -2.85 -1.71 -1.12
O -3.09 -0.57 -1.83
C -3.71 -0.67 -3.09
C -2.04 -1.60 0.02
C -1.42 -0.33 0.46
N -0.17 -0.43 0.89
C 0.49 0.65 1.33
C 1.92 0.43 1.72
O 2.66 1.34 2.02
N 2.27 -0.87 1.71
C 3.65 -1.29 1.69
C 4.00 -2.04 0.40
C 3.42 -1.36 -0.85
N 3.55 0.08 -0.79
C 2.62 0.79 -1.64
C 2.73 2.28 -1.35
O 4.03 2.76 -1.57
C 4.94 2.06 -0.75
C 4.90 0.56 -1.04
C -0.06 1.92 1.38
C -1.38 2.05 0.96
C -2.07 0.91 0.49
N -3.35 1.27 0.18
C -3.51 2.61 0.40
C -4.63 3.41 0.20
C -4.52 4.75 0.52
C -3.33 5.29 1.02
C -2.21 4.50 1.21
C -2.30 3.15 0.90
C -1.73 -2.74 0.76
H -1.57 -4.46 2.99
H -0.15 -4.75 1.95
H -1.10 -6.13 2.57
H -3.44 -5.05 -0.99
H -3.97 -3.07 -2.34
H -3.70 0.33 -3.51
H -3.17 -1.35 -3.75
H -4.75 -1.01 -3.00
H 1.56 -1.50 1.36
H 3.86 -1.93 2.55
H 4.24 -0.38 1.77
H 5.08 -2.11 0.33
H 3.60 -3.06 0.44
H 3.90 -1.79 -1.75
H 2.35 -1.58 -0.91
H 1.60 0.45 -1.43
H 2.83 0.61 -2.72
H 2.07 2.86 -2.01
H 2.44 2.46 -0.31
H 5.93 2.47 -0.95
H 4.67 2.22 0.31
H 5.59 0.04 -0.37
H 5.21 0.38 -2.08
H 0.52 2.74 1.75
H -4.02 0.67 -0.27
H -5.55 3.00 -0.18
H -5.37 5.40 0.38
H -3.28 6.34 1.25
H -1.29 4.91 1.60
H -1.09 -2.61 1.61

Results of the natural (NBO) charge analysis, in e, for atoms 1 through 5:
1 C -0.251
2 O -0.493
3 C 0.283
4 C -0.219
5 C -0.281

=====

A 2-piece molecular cluster, C3H10N2S overall, computed with wB97M-V/def2-TZVPD.

The lowest unoccupied orbital energy is 0.035 Eh. Its SMILES is [H]/N=C/N.CSC. As for the energy relative to the best compared isomer or geometry (same formula, charge and spin): 43.7 kJ/mol. The value obtained for the gap between HOMO and LUMO is 9.45 eV.

Element x y z (Å)
H -0.01 -1.11 2.34
N -0.78 -0.69 2.85
C -1.92 -0.92 2.36
N -3.06 -0.52 2.99
H -2.08 -1.43 1.40
H -3.91 -0.36 2.49
H -2.99 -0.29 3.97
C 2.57 1.15 -1.14
S 1.13 0.05 -1.14
C 0.71 0.02 -2.88
H 2.28 2.18 -0.93
H 3.05 1.13 -2.11
H 3.28 0.84 -0.39
H 0.07 -0.85 -3.07
H 0.09 0.86 -3.20
H 1.58 -0.06 -3.54

Results of the natural (NBO) charge analysis, in e, for atoms 1 through 5:
1 H 0.345
2 N -0.722
3 C 0.276
4 N -0.831
5 H 0.143